Computed, not measured: C18H21ClN2O3Tc as an isolated structure, with ωB97M-V/def2-TZVPD.

Computed properties:
Frontier orbital gap (alpha / beta) (eV): 6.35 / 4.38
E (Ha): -1574.05119
Total charge: +2
Energy above the lowest of the compared OMol25 structures with the same formula, charge and spin (eV): 0.0000
HOMO level (alpha / beta) (eV): -13.228 / -15.039
Spin multiplicity: 4

Geometry (Å):
Cl 1.85049 1.02536 -1.88122
C 0.04782 1.16929 1.83173
C -1.33287 0.89838 1.46836
C -1.62700 1.61211 0.27983
H -2.02211 0.30717 2.09106
C -0.42019 2.28942 -0.17681
C 0.58623 2.12409 0.87239
H 1.49959 2.71680 1.00717
H 0.52541 0.93503 2.79006
H -2.57886 1.64653 -0.24495
C -0.27932 3.12160 -1.40348
Tc 0.50197 0.29269 -0.10584
C -0.70673 -0.63001 -1.27863
O -1.43599 -1.18000 -1.99872
C 2.23049 -0.67967 -0.15848
O 3.24599 -1.21735 -0.28158
H -1.03594 2.77710 -2.12654
H 0.72325 2.93637 -1.79450
H -0.41523 4.20111 -1.26329
C -1.36759 -7.86027 -1.01875
C -0.20954 -7.86067 -0.04909
N -0.13602 -6.68119 0.84858
C -0.55215 -6.94566 2.23272
C 0.47257 -7.77473 2.98064
C 0.07710 -5.45329 0.27766
O 0.16932 -5.32575 -0.94252
C 0.28118 -4.21465 1.12310
C 0.85949 -4.20792 2.38189
C 1.12520 -2.99277 2.99124
C 0.86128 -1.83085 2.29789
N 0.34736 -1.79975 1.05307
C 0.06676 -2.97950 0.47909
H -2.31967 -7.77280 -0.48446
H -1.36204 -8.80280 -1.57419
H -1.26134 -7.03376 -1.72526
H -0.26094 -8.71959 0.62182
H 0.73248 -7.89960 -0.61073
H -0.72237 -6.00018 2.74658
H -1.50749 -7.48799 2.19420
H 1.45916 -7.30473 2.95566
H 0.17149 -7.86564 4.02528
H 0.55952 -8.78077 2.56274
H 1.13232 -5.13832 2.88722
H 1.53644 -2.89216 4.00162
H 1.13154 -0.86647 2.73992
H -0.33012 -2.96826 -0.54150